(1)
# C4H10BrHfLiO2

A structure of composition C4H10BrHfLiO2 in a non-equilibrium geometry (ωB97M-V/def2-TZVPD, the Open Molecules 2025 dataset).

CARTESIAN COORDINATES (ANGSTROEM)
Hf 0.78 -0.41 -2.26
Li -4.05 -2.49 -2.89
Br -1.64 -1.82 -2.19
C 0.11 2.62 -0.46
O -0.33 1.25 -0.70
C -0.99 0.63 0.38
C -0.03 -0.45 1.00
O 0.85 -1.04 0.03
C 1.93 -1.74 0.80
H -0.77 3.28 -0.37
H 0.43 2.98 -1.44
H 0.73 2.78 0.43
H -1.85 0.08 -0.02
H -1.41 1.23 1.19
H -0.67 -1.19 1.51
H 0.34 0.03 1.91
H 2.05 -1.32 1.80
H 2.93 -1.67 0.37
H 1.58 -2.77 0.90

Frontier orbital gap in hartree: 0.217
Charge: +4
E_HOMO in eV: -25.88
E_tot in eV: -79905.6172
Strongest force on any atom in Eh/bohr: 0.1452
LUMO energy in eV: -19.982

(2)
# C3H9NO2S

A cluster of 2 separate species, C3H9NO2S in total in a non-equilibrium geometry (ωB97M-V/def2-TZVPD, the Open Molecules 2025 dataset).

CARTESIAN COORDINATES (ANGSTROEM)
O 2.74 0.48 -1.16
C 2.15 -0.27 -0.45
C 1.09 0.18 0.59
C 0.17 1.17 -0.07
S -0.93 1.92 1.15
N 0.47 -1.01 1.16
H 2.28 -1.37 -0.45
H 1.75 0.62 1.35
H -0.38 0.75 -0.90
H 0.68 2.04 -0.49
H -2.15 1.59 0.68
H 0.07 -1.56 0.41
H -0.30 -0.68 1.75
H -1.98 -1.83 -1.09
H -3.15 -0.98 -1.60
O -2.51 -1.05 -0.87

Frontier orbital gap in hartree: 0.343
SMILES: N[C@@H](C=O)CS.O
E_HOMO in eV: -9.05
E_tot in eV: -19676.5967
Strongest force on any atom in Eh/bohr: 0.0354
LUMO energy in eV: 0.274
Energy relative to the best compared isomer or geometry (same formula, charge and spin) in eV: 1.8164

(3)
# C20H38BrN7RuS2Si

A structure of composition C20H38BrN7RuS2Si in a non-equilibrium geometry (ωB97M-V/def2-TZVPD, the Open Molecules 2025 dataset).

CARTESIAN COORDINATES (ANGSTROEM)
Ru 1.15 -0.65 2.29
S -0.29 -0.61 4.45
C 0.88 -0.15 5.60
C 0.46 -0.18 6.94
N 0.07 -0.19 8.02
C 2.16 0.31 5.30
S 2.76 0.66 3.73
C 3.05 0.55 6.37
N 3.79 0.70 7.23
C 4.92 -3.89 -0.87
N 4.00 -2.78 -0.70
C 4.28 -1.61 -1.51
C 3.25 -2.61 0.43
N 2.92 -1.47 0.92
N 2.80 -3.78 1.02
C 1.91 -3.95 2.05
N 1.67 -5.25 2.34
N 1.32 -2.97 2.65
H 5.34 -3.85 -1.87
H 4.43 -4.86 -0.78
H 5.74 -3.84 -0.16
H 4.55 -1.94 -2.52
H 5.10 -1.01 -1.12
H 3.38 -0.99 -1.59
H 3.37 -0.67 0.50
H 3.10 -4.63 0.57
H 2.23 -5.99 1.97
H 1.06 -5.48 3.11
H 0.73 -3.29 3.41
C 0.81 1.47 -2.62
C -0.40 2.34 -2.26
C 0.15 3.58 -1.54
C -1.05 2.81 -3.57
Si -1.73 1.40 -1.16
Br -0.18 0.20 0.46
C -2.80 2.49 0.08
C -3.84 1.63 0.82
C -1.94 3.17 1.16
C -3.55 3.57 -0.70
C -2.61 -0.16 -1.97
C -1.67 -0.88 -2.96
C -3.05 -1.20 -0.93
C -3.85 0.30 -2.75
H 1.50 2.05 -3.23
H 0.53 0.59 -3.19
H 1.34 1.15 -1.73
H 0.93 4.03 -2.15
H 0.60 3.32 -0.58
H -0.62 4.33 -1.39
H -0.33 3.39 -4.15
H -1.91 3.45 -3.38
H -1.38 1.97 -4.18
H -3.37 0.82 1.36
H -4.59 1.23 0.14
H -4.36 2.26 1.54
H -1.42 2.44 1.77
H -2.59 3.75 1.81
H -1.21 3.85 0.73
H -4.18 3.14 -1.47
H -2.86 4.27 -1.17
H -4.18 4.14 -0.02
H -0.75 -1.19 -2.47
H -1.44 -0.26 -3.82
H -2.17 -1.78 -3.32
H -2.20 -1.59 -0.38
H -3.51 -2.04 -1.45
H -3.77 -0.80 -0.23
H -3.60 1.03 -3.51
H -4.59 0.73 -2.09
H -4.30 -0.56 -3.25

Frontier orbital gap (spin up / spin down) in hartree: 0.204 / 0.210
Charge: +1
E_HOMO (spin up / spin down) in eV: -10.52 / -10.58
E_tot in eV: -133953.9954
Expectation value of S²: 0.807
Strongest force on any atom in Eh/bohr: 0.1076
LUMO energy (spin up / spin down) in eV: -4.963 / -4.883
2S+1: 2